Below is a structure of composition C29H46BrCaN3P2 at a distorted geometry, with properties calculated with the ωB97M-V functional and the def2-TZVPD basis.

Calculated values
orbital gap	0.133	Eh
molecular weight	618.6	u
LUMO	-7.80	eV
energy above the lowest of the compared OMol25 structures with the same formula, charge and spin	203.8	kJ/mol
E_tot	-5230.68266	Ha

The geometry in ORCA input format:
```
! wB97M-V def2-TZVPD RIJCOSX def2/J DEFGRID3
* xyz 2 1
N 5.75372 0.04734 5.29733
C 5.43048 -1.24362 5.30188
C 4.60648 -1.81452 4.33132
C 4.24641 -1.04131 3.19424
C 4.58952 0.33572 3.23216
C 5.33789 0.82630 4.30394
C 3.54979 -1.57604 2.02143
Ca 1.82233 -2.39751 -0.03253
P -0.55595 -0.94861 -4.43909
C 3.17106 -0.70161 0.97056
C 2.11804 0.31067 1.06655
C 1.88999 1.18769 -0.01942
C 0.87190 2.11828 0.00775
C -0.11788 2.09005 1.01631
C 0.22770 1.37123 2.18302
C 1.28333 0.46281 2.19580
Br -0.65552 -0.42764 -0.83811
H 3.70444 -2.66837 1.83700
H 3.91755 -0.53369 0.16940
H 4.29027 -2.84658 4.45236
H 4.31500 1.02987 2.43929
H 5.81617 -1.84464 6.12880
H 5.59999 1.88490 4.38093
H 2.51119 1.12390 -0.91129
H 1.44857 -0.12311 3.10291
H 0.82497 2.82510 -0.81142
H -0.33075 1.52771 3.10957
P -1.80697 2.75402 0.77834
C 0.68350 -2.05035 -3.71905
C 1.52360 -2.60787 -4.88370
H 0.16901 -2.85147 -3.17300
H 1.30175 -1.48568 -3.00863
H 2.10662 -3.48221 -4.58674
H 0.87934 -2.90500 -5.72044
H 2.22645 -1.85927 -5.26407
C 0.00670 0.76400 -4.09815
C -0.54360 1.73528 -5.15897
H 1.10832 0.74448 -4.12825
H -0.29684 1.01831 -3.06747
H -0.10435 2.73318 -5.03113
H -0.28716 1.37944 -6.16668
H -1.63676 1.83360 -5.10420
C -2.20888 -1.02499 -3.64649
C -3.23650 -1.66860 -4.58968
H -2.52505 -0.00202 -3.38928
H -2.10689 -1.57943 -2.70122
H -4.23903 -1.61736 -4.15513
H -3.27288 -1.16092 -5.56127
H -2.99760 -2.72216 -4.76491
C -3.05047 1.43073 0.83658
C -4.54440 1.77498 0.87058
H -2.79748 0.82442 1.71838
H -2.81581 0.78761 -0.02106
H -4.90726 1.90792 1.89681
H -4.80021 2.67770 0.31033
H -5.14271 0.96336 0.43352
C -1.67789 3.60385 -0.82128
C -0.74566 4.83224 -0.83801
H -2.68959 3.90467 -1.14225
H -1.34553 2.85456 -1.56766
H -1.01429 5.56455 -0.06515
H 0.30804 4.56984 -0.68104
H -0.82298 5.33439 -1.81347
C -2.13967 3.83182 2.16646
C -2.66946 3.08618 3.38977
H -2.84668 4.60761 1.84761
H -1.18487 4.32532 2.37717
H -2.33332 3.57257 4.31336
H -3.76596 3.08652 3.39773
H -2.33727 2.04013 3.43903
C 0.59212 -5.42971 0.57994
C -0.23650 -4.39888 1.26033
N 0.11374 -3.11701 1.37158
C -0.91399 -2.46732 2.05115
C -1.91313 -3.36083 2.28017
N -1.45339 -4.58049 1.80001
H 0.34421 -6.44106 0.93709
H 0.40190 -5.38139 -0.51124
H 1.66653 -5.24602 0.79654
H -0.85226 -1.42792 2.30927
H -2.85644 -3.20038 2.75890
H -1.97880 -5.44926 1.76823
*
```

These are the Löwdin partial charges, in e, on atoms 1 to 5:
1 N 0.09
2 C -0.10
3 C 0.01
4 C -0.20
5 C 0.01

Below is a structure of composition C22H26ClN2OP2Pr at a distorted geometry, with properties calculated with the ωB97M-V functional and the def2-TZVPD basis.

Calculated values
<S²>	2.003
orbital gap (spin up / spin down)	0.252 / 0.256	Eh
molecular weight	572.8	u
LUMO (spin up / spin down)	-6.70 / -6.63	eV
energy above the lowest of the compared OMol25 structures with the same formula, charge and spin	82.9	kJ/mol
E_tot	-2698.17463	Ha

The geometry in ORCA input format:
```
! wB97M-V def2-TZVPD RIJCOSX def2/J DEFGRID3
* xyz 2 3
Pr -0.11276 -0.24321 0.08645
Cl -7.30636 -1.87911 -0.43525
C -5.64036 -1.71981 -0.04075
C -4.84576 -2.86371 0.12435
C -3.51216 -2.74811 0.42685
C -2.87346 -1.49341 0.54665
O -1.60776 -1.43421 0.88985
C -3.68896 -0.32581 0.35415
C -3.18506 1.00439 0.37875
N -1.94036 1.34379 0.15575
C -1.59766 2.70859 0.10435
C -2.48006 3.71649 -0.24575
C -2.07566 5.05469 -0.30505
C -0.78656 5.41669 -0.01755
C 0.15394 4.42879 0.34155
C 1.48134 4.75079 0.68865
C 2.33094 3.75189 1.09245
C 1.87084 2.43339 1.09265
N 0.64564 2.07089 0.73445
C -0.23836 3.05769 0.39145
C -5.07236 -0.47871 0.12035
H -5.29796 -3.83751 0.03665
H -2.90986 -3.62831 0.59345
H -3.92716 1.78399 0.56635
H -3.49716 3.47839 -0.51745
H -2.80216 5.80069 -0.58825
H -0.48066 6.45129 -0.06345
H 1.80364 5.78229 0.65025
H 3.33854 3.96469 1.41185
H 2.54124 1.63519 1.40315
H -5.69206 0.39999 0.02675
C 4.39194 -0.54721 0.36485
P 2.82484 -0.37851 -0.57515
C 3.27634 0.92929 -1.78135
C 2.90774 -1.87151 -1.67545
C 2.45414 -3.15491 -0.98015
P 0.74824 -2.96141 -0.25825
C 1.14014 -2.88511 1.55605
C 0.10964 -4.66361 -0.36365
H 5.21754 -0.66681 -0.33895
H 4.35314 -1.41071 1.02665
H 4.57314 0.34029 0.96915
H 4.16274 0.62779 -2.34565
H 3.49274 1.85969 -1.25875
H 2.44444 1.09789 -2.46775
H 3.92694 -1.97951 -2.05955
H 2.24074 -1.66501 -2.52345
H 3.16084 -3.45081 -0.20105
H 2.41864 -3.96171 -1.71685
H 1.73364 -3.75511 1.84565
H 0.19824 -2.90681 2.11495
H 1.69184 -1.96341 1.81485
H 0.87124 -5.36241 -0.01655
H -0.15656 -4.89851 -1.39175
H -0.77766 -4.75471 0.25835
*
```

These are the Löwdin partial charges, in e, on atoms 1 to 5:
1 Pr 1.22
2 Cl 0.74
3 C -0.65
4 C -0.05
5 C 0.02

Below is a structure of composition C35H32CrN2O8P at a distorted geometry, with properties calculated with the ωB97M-V functional and the def2-TZVPD basis.

Calculated values
<S²>	3.799
orbital gap (spin up / spin down)	0.241 / 0.244	Eh
molecular weight	691.6	u
LUMO (spin up / spin down)	-0.14 / -0.16	eV
energy above the lowest of the compared OMol25 structures with the same formula, charge and spin	157.4	kJ/mol
E_tot	-3450.15472	Ha

The geometry in ORCA input format:
```
! wB97M-V def2-TZVPD RIJCOSX def2/J DEFGRID3
* xyz 0 4
Cr 11.46109 11.53858 11.27479
C 10.34576 10.62998 15.30970
N 9.31548 10.32981 14.36048
C 8.54243 9.17195 14.66294
C 9.35181 10.93180 13.15919
O 10.22760 11.73761 12.83169
C 8.21708 10.60412 12.22878
O 8.01078 11.80786 11.55389
C 7.79913 11.77086 10.18045
C 8.88947 11.04712 9.42259
O 9.98496 10.95350 9.93177
N 8.65030 10.41015 8.28391
C 7.31976 10.40958 7.69722
C 9.70419 9.53781 7.75243
H 10.13762 10.12640 16.25846
H 10.34508 11.71062 15.42216
H 11.37444 10.37010 14.98178
H 7.59098 9.40240 15.10736
H 9.11839 8.41520 15.23281
H 8.32979 8.64501 13.71472
H 7.33331 10.20529 12.71775
H 8.59581 9.88373 11.50931
H 7.87512 12.75091 9.76338
H 6.83572 11.41604 9.82081
H 6.71037 9.61125 8.01281
H 7.41013 10.31485 6.61715
H 6.87901 11.36434 7.86073
H 9.38102 9.17984 6.80971
H 9.75782 8.74004 8.44584
H 10.62487 10.13113 7.78725
O 12.87074 16.68672 14.14814
C 12.54916 15.62982 13.58296
C 13.02875 14.25536 13.99909
O 13.50440 13.92066 15.04992
C 12.48520 13.45934 12.82373
C 11.69644 14.14504 11.91390
O 11.08874 13.55284 10.91842
C 11.75171 15.57469 12.23788
O 11.40354 16.49031 11.53183
O 12.72768 12.19055 12.66341
C 15.75316 15.24753 11.08546
C 15.01162 15.30609 9.88763
C 14.37363 14.15425 9.41808
C 14.46882 12.97456 10.15784
C 15.12323 12.94605 11.40019
C 15.80325 14.07459 11.83195
P 13.41871 11.56935 9.84873
C 13.30651 11.55285 7.99111
C 12.30900 12.37477 7.40193
C 12.26564 12.53520 6.02653
C 13.16824 11.83813 5.21590
C 14.00408 10.88630 5.74791
C 14.07884 10.76301 7.09779
C 14.21717 10.04989 10.39056
C 15.50509 9.60071 10.04235
C 15.97472 8.33622 10.35919
C 15.09756 7.50762 11.02419
C 13.81786 7.85197 11.37223
C 12.88668 6.90518 11.98092
C 11.60641 7.24590 12.27424
C 11.22772 8.57273 12.04179
C 12.02656 9.53356 11.52580
C 13.34452 9.16034 11.08330
H 16.26705 16.18520 11.38649
H 14.93663 16.20419 9.28893
H 13.58048 14.18593 8.58787
H 15.38389 12.05197 11.88107
H 16.33003 14.14659 12.83632
H 11.59518 12.85752 8.04256
H 11.46158 13.12020 5.59917
H 13.15422 11.98015 4.16561
H 14.67176 10.26258 5.13832
H 14.80313 10.02366 7.46175
H 16.16077 10.29573 9.50156
H 16.98345 8.03552 10.12594
H 15.37534 6.46218 11.15986
H 13.21591 5.90725 12.13064
H 10.92412 6.58041 12.69912
H 10.25934 8.90461 12.44155
*
```

These are the Löwdin partial charges, in e, on atoms 1 to 5:
1 Cr 0.77
2 C -0.01
3 N -0.13
4 C -0.05
5 C -0.38

Below is an isolated molecule of C4H9NO, with properties calculated with the ωB97M-V functional and the def2-TZVPD basis.

Calculated values
orbital gap	0.387	Eh
molecular weight	87.1	u
structure (SMILES)	C/N=C(\C)OC
LUMO	1.05	eV
energy above the lowest of the compared OMol25 structures with the same formula, charge and spin	127.3	kJ/mol
E_tot	-287.78397	Ha

The geometry in ORCA input format:
```
! wB97M-V def2-TZVPD RIJCOSX def2/J DEFGRID3
* xyz 0 1
C -0.14382 2.01898 0.16510
N 0.48543 0.74691 -0.12827
C -0.19984 -0.31337 -0.02451
C -1.64678 -0.47096 0.36034
O 0.36710 -1.52199 -0.23000
C 1.75969 -1.51571 -0.51324
H -1.03343 2.21302 -0.45159
H -0.44654 2.09292 1.21919
H 0.57337 2.82160 -0.02881
H -2.25112 0.36179 -0.00783
H -2.04021 -1.40953 -0.03464
H -1.73843 -0.49576 1.45208
H 1.94995 -1.11173 -1.51269
H 2.07765 -2.55810 -0.45664
H 2.29995 -0.90290 0.21298
*
```

These are the natural (NBO) partial charges, in e, on atoms 1 to 5:
1 C -0.43
2 N -0.52
3 C 0.58
4 C -0.70
5 O -0.50